(1)
This record from the OMol25 dataset describes the molecule C6H7F2NO2 in a non-equilibrium geometry. The level of theory is ωB97M-V/def2-TZVPD.

HOMO-LUMO gap (alpha / beta) = 0.28611 / 0.28798 hartree
Multiplicity = 1
HOMO level (alpha / beta) = -8.29 / -8.73 eV
ΔE to the lowest compared entry with this formula, charge and spin = 0.0 kJ/mol

Structure (XYZ):
```
18
Properties=species:S:1:pos:R:3:forces:R:3:mulliken_charge:R:1
C -2.001 0.146 -0.080 0.46 0.30 -0.21 0.43
C -1.002 1.335 -0.178 -2.19 0.52 0.62 -0.42
C 0.721 -1.030 -0.564 -2.32 5.22 -0.58 -1.11
C -1.534 -1.120 0.285 1.05 0.96 0.39 -0.54
C 1.304 1.272 0.565 -1.54 0.00 1.20 -0.74
C 1.766 0.049 -0.136 1.26 -1.44 -0.75 1.33
N -0.221 -1.270 0.499 2.49 -1.49 -0.18 -0.06
O -3.192 0.314 -0.294 -0.52 0.71 -0.28 -0.60
O -0.039 1.519 0.834 1.74 -0.57 -0.11 -0.34
F 2.758 -0.608 0.648 -1.22 0.38 0.20 -0.34
F 2.548 0.336 -1.246 -0.72 0.38 -0.13 -0.29
H -0.545 1.311 -1.135 0.34 0.41 -1.02 0.40
H -1.724 2.168 -0.055 0.69 -0.10 -0.48 0.34
H 0.047 -0.594 -1.398 1.58 -0.59 0.98 0.34
H 1.217 -1.815 -0.994 1.26 -2.42 -0.56 0.49
H -2.233 -1.767 0.669 -1.39 -1.70 0.92 0.49
H 1.897 1.620 1.415 0.00 -0.06 -0.57 0.37
H 0.234 -1.867 1.166 -0.97 -0.51 0.56 0.24
```
Positions in Å, forces in eV/Å.

***

(2)
This record from the OMol25 dataset describes the ion C6H7FNO3S with charge -1 in a non-equilibrium geometry. The level of theory is ωB97M-V/def2-TZVPD.

Net charge = -1
HOMO-LUMO gap = 0.29892 hartree
Multiplicity = 1
Structure (SMILES) = CN1C=CC=C(S(=O)(=O)[O-])[C@H]1F
HOMO level = -4.91 eV
ΔE to the lowest compared entry with this formula, charge and spin = 0.0 kJ/mol

Structure (XYZ):
```
19
Properties=species:S:1:pos:R:3:forces:R:3:mulliken_charge:R:1
C -1.999 1.280 0.736 -2.06 2.51 0.50 -0.89
N -1.042 0.257 0.332 -1.89 -0.73 -0.70 0.07
C -1.537 -0.743 -0.548 0.06 -0.30 0.60 -0.34
C -0.705 -1.631 -1.148 -0.26 0.24 -0.67 -0.53
C 0.695 -1.497 -0.919 0.60 2.60 2.20 -0.30
C 1.159 -0.426 -0.195 -0.53 -0.20 -0.44 -0.35
S 2.695 -0.145 0.671 1.74 -1.26 -1.04 1.28
O 3.374 0.935 -0.015 -0.44 0.70 -0.18 -0.69
O 3.405 -1.396 0.557 0.23 -1.03 -0.35 -0.75
O 2.328 0.134 2.031 -1.03 0.73 0.98 -0.68
C 0.248 0.704 0.025 -1.12 1.27 -0.40 0.06
F 0.078 1.491 -1.246 0.53 -0.30 0.69 -0.44
H -2.782 1.571 -0.046 1.49 -0.44 0.25 0.31
H -2.750 1.210 1.610 1.62 -1.32 -0.64 0.28
H -1.484 2.243 1.019 -0.17 -1.10 -0.62 0.32
H -2.623 -0.794 -0.641 0.34 0.02 0.11 0.32
H -1.003 -2.438 -1.833 -0.43 0.59 0.53 0.31
H 1.403 -2.220 -1.152 0.96 -1.51 -0.44 0.56
H 0.539 1.465 0.761 0.34 -0.48 -0.36 0.47
```
Positions in Å, forces in eV/Å.